A 11-piece molecular cluster, C26H76N2O20 overall at a distorted geometry, computed with ωB97M-V/def2-TZVPD.

```
124
Properties=species:S:1:pos:R:3:forces:R:3
C 3.95640 4.67946 3.27921 -1.42 -0.02 -0.09
O 2.83182 4.31398 4.11991 2.13 -0.16 -0.25
C 1.68276 5.02033 3.81571 -0.98 0.33 0.08
C 0.57337 4.48929 4.73488 0.50 -0.99 -0.73
C 0.21872 3.01342 4.46042 1.70 -0.40 1.46
N -0.63997 5.18133 4.52107 -0.96 1.85 -0.19
H 4.10632 5.75811 3.23286 0.05 0.21 0.47
H 3.66729 4.42000 2.26079 0.35 -0.34 -0.28
H 4.87875 4.18573 3.58517 -0.35 -0.12 0.15
H 1.82651 6.09982 3.86177 0.05 0.33 0.80
H 1.37700 4.93461 2.77300 -0.12 -0.70 -0.49
H 0.86450 4.62184 5.77689 0.29 -0.05 -0.04
H 1.10663 2.38772 4.36994 0.15 -0.05 -0.61
H -0.48811 2.88482 3.64068 0.16 -0.07 0.10
H -0.14040 2.65300 5.42438 -0.88 -0.18 -0.22
H -1.30890 4.91590 5.22971 -0.20 0.04 -0.08
H -0.98700 4.86187 3.62798 -0.50 0.26 -0.09
C 1.85834 2.31969 1.16948 1.03 -0.47 -0.99
O 1.01931 1.61479 0.22937 -0.01 0.47 1.19
C 1.18831 0.18895 0.18745 0.25 0.46 -0.62
C -0.05291 -0.47012 -0.40165 -1.40 -0.59 -0.12
C -1.30450 -0.12342 0.38136 -0.33 1.62 0.40
N -0.01533 -1.94594 -0.42979 0.92 0.39 0.47
H 1.75837 2.13063 2.23829 -0.80 -0.34 -0.06
H 1.84613 3.39748 1.00724 -0.82 -0.05 -0.21
H 2.90071 2.08452 0.95434 0.34 -0.36 -0.10
H 2.05590 0.00149 -0.44521 0.20 -0.31 -0.07
H 1.39816 -0.25383 1.16111 -0.09 0.17 0.38
H -0.25130 -0.20806 -1.44091 0.41 0.61 -0.10
H -2.21892 -0.20083 -0.20681 0.08 -0.67 -0.03
H -1.29742 0.93286 0.65028 0.18 0.26 -0.08
H -1.40541 -0.60216 1.35538 0.12 -0.62 -0.13
H 0.25224 -2.19495 0.51175 -0.49 -0.49 0.60
H 0.83808 -2.24315 -0.88084 0.18 -0.10 -0.76
O 1.00946 3.91804 -2.32267 -0.06 -0.70 -0.45
C 2.05251 3.07368 -2.86619 0.47 1.34 0.99
C 2.93918 3.91641 -3.75958 0.10 -0.16 -1.16
O 3.57777 4.96547 -3.07870 0.36 0.11 1.43
H 1.41259 4.69030 -1.91930 0.17 0.10 -0.05
H 2.55686 2.68450 -1.98174 0.60 -0.10 -0.18
H 1.67983 2.19570 -3.39379 -0.57 0.38 -0.14
H 2.38767 4.42861 -4.54800 -0.69 -0.64 -0.21
H 3.65591 3.26157 -4.25514 0.26 -0.17 0.03
H 3.95556 5.59695 -3.69523 -0.10 -0.14 -0.09
O -5.58841 -1.20457 1.19214 -0.36 0.69 -0.40
C -5.30020 -0.08039 0.35812 0.48 0.81 -1.47
C -5.84207 -0.28614 -1.11421 -0.48 -0.05 0.27
O -5.72592 0.85981 -1.97841 0.78 0.33 1.06
H -5.46976 -0.80757 2.05811 -0.13 -0.52 0.42
H -5.69167 0.87321 0.71238 -0.99 -0.12 0.22
H -4.24409 0.15070 0.49715 0.48 -0.41 -0.97
H -6.91416 -0.45388 -1.01132 -0.12 -0.33 0.38
H -5.44460 -1.14752 -1.65101 0.43 -0.16 0.41
H -6.23220 0.70476 -2.77919 0.02 -0.27 0.07
O -0.48089 -2.90606 3.71841 1.55 -0.78 -0.07
C 0.69138 -3.80967 3.83180 -1.37 0.66 0.62
C 1.67126 -3.64313 2.67558 -1.30 0.67 0.34
O 1.14905 -4.13995 1.43152 1.38 -0.21 0.51
H -1.03196 -3.39673 3.10429 -0.55 0.10 -0.26
H 1.09062 -3.59150 4.82231 0.55 0.26 -0.28
H 0.27227 -4.80888 3.95017 0.25 -0.37 -0.44
H 2.65226 -4.03524 2.94388 -0.11 -0.46 -0.45
H 1.78910 -2.56251 2.59517 0.25 0.23 -0.07
H 0.19257 -4.05981 1.41367 -0.43 -0.08 0.15
O -1.34242 3.33810 -0.32648 -1.09 0.16 -0.12
C -2.40183 2.88341 -1.19485 1.16 0.68 -0.64
C -2.19281 3.38098 -2.65761 0.04 -0.15 1.79
O -1.10149 2.75785 -3.27861 -0.54 -1.27 -0.81
H -0.49602 2.99537 -0.62271 0.18 -0.36 -0.16
H -2.44393 1.79423 -1.19187 -0.15 -0.11 -0.02
H -3.33851 3.29787 -0.82212 0.06 -0.04 0.15
H -1.94037 4.43942 -2.59395 -0.63 0.30 -0.12
H -3.12473 3.16454 -3.17989 0.15 0.20 -0.41
H -0.29710 3.21749 -3.02702 0.10 0.42 0.26
O 2.51942 -2.81706 -1.30393 -0.94 0.01 1.63
C 3.40109 -2.99650 -2.36012 -0.69 0.72 -0.28
C 4.47014 -1.94449 -2.28912 1.26 0.00 -0.92
O 5.50011 -2.26992 -1.39057 0.58 -0.66 0.66
H 2.92571 -3.01886 -0.45788 -0.06 -0.25 0.20
H 3.76789 -4.02234 -2.32511 0.47 0.08 -0.46
H 2.71948 -2.83308 -3.19487 0.53 -0.23 -0.58
H 4.17503 -0.93970 -1.98677 -1.02 -0.01 -0.46
H 4.97097 -1.88572 -3.25546 -0.05 0.15 -0.16
H 5.09645 -2.35856 -0.52408 0.19 0.09 0.32
O 0.12690 -3.13968 -4.24180 -2.03 -1.43 0.48
C -1.13417 -3.91095 -4.13054 0.02 0.35 0.46
C -1.68599 -4.10000 -2.72163 0.17 -0.13 0.35
O -2.10554 -2.89112 -2.09350 0.07 -0.43 -0.75
H -0.07017 -2.38591 -3.68091 0.22 0.70 -0.02
H -1.98014 -3.41752 -4.60904 0.35 0.27 -0.81
H -1.00812 -4.91565 -4.53400 0.35 0.22 -0.32
H -0.94124 -4.60401 -2.10565 0.16 -0.01 0.25
H -2.58191 -4.72053 -2.70270 0.09 -0.38 -0.65
H -1.34493 -2.69056 -1.54318 0.44 1.11 1.04
O -0.87154 0.01382 -4.18568 1.01 -0.65 0.21
C -2.01815 -0.21299 -4.95025 0.13 0.66 -0.06
C -3.26752 -0.09373 -4.07975 -1.35 -1.34 -2.02
O -3.91684 -1.37663 -3.91827 0.02 0.72 0.26
H -1.01288 0.89420 -3.82994 0.38 0.59 0.39
H -2.03619 0.51064 -5.76519 -0.27 0.64 0.01
H -1.93152 -1.12472 -5.54130 -0.17 -0.55 0.76
H -3.95333 0.43565 -4.74120 -0.43 0.28 0.35
H -3.20446 0.46105 -3.14361 0.51 -0.09 0.00
H -3.42071 -1.86801 -3.25948 0.36 -0.25 0.35
O -4.24089 -5.79541 1.04357 0.39 -1.25 0.72
C -3.68859 -4.74742 0.28970 -0.39 0.72 0.03
C -2.84069 -3.80203 1.14891 -0.83 -0.26 0.25
O -1.65979 -4.43800 1.66795 0.05 0.49 -0.58
H -4.94242 -5.47739 1.61657 0.01 0.20 -0.03
H -3.12522 -5.21877 -0.51563 0.15 0.17 0.08
H -4.55722 -4.23866 -0.12833 0.43 0.70 -0.40
H -3.43848 -3.50116 2.00927 -0.33 -0.08 0.17
H -2.62452 -2.85186 0.66048 0.60 -0.39 -0.35
H -1.85968 -5.35728 1.85916 -0.22 -0.23 0.01
O 3.55610 -1.50026 4.28858 -0.30 -0.71 0.22
C 3.40061 -0.17553 3.83774 -0.44 -0.65 -0.33
C 4.63915 0.30510 3.14788 0.75 1.95 -0.83
O 4.90081 -0.11668 1.79726 -1.10 -1.12 0.24
H 3.80062 -1.52233 5.21666 0.03 0.14 -0.02
H 2.50327 -0.12837 3.22074 0.17 -0.29 -0.65
H 3.07967 0.49870 4.63179 0.70 0.21 0.36
H 5.52759 0.13552 3.75616 -0.08 -0.18 0.25
H 4.49068 1.38178 3.06531 0.16 0.44 0.31
H 5.70503 0.26827 1.44139 0.04 0.16 0.42
```
Forces are in eV/Å.

## Properties
- frontier orbital gap (eV) = 9.46
- HOMO (eV) = -9.1
- energy relative to the best compared isomer or geometry (same formula, charge and spin) (kcal/mol) = 60.1
- electronic energy (a.u.) = -2650.27760

C8H17ClINO3PSc as an isolated structure at a distorted geometry, computed with ωB97M-V/def2-TZVPD.

```
33
Properties=species:S:1:pos:R:3:forces:R:3
C 1.06409 -1.73397 0.21950 -0.92 0.42 -0.54
C 2.55141 -1.59484 0.05585 2.35 -2.66 -1.03
H 0.68862 -2.43165 -0.54579 0.25 0.11 0.26
H 0.62097 -0.73366 0.02894 0.18 -0.56 0.18
H 0.74307 -2.06753 1.21825 0.36 0.12 -0.35
O 3.19712 -1.74555 -0.97916 -1.81 0.59 1.58
I 3.10912 0.69141 1.17262 0.67 1.68 1.34
Sc -2.09873 0.24907 -0.08386 -0.44 0.48 2.09
P -0.53604 0.76369 -2.02523 0.89 0.62 -2.10
C 1.23205 1.11285 -2.27394 0.22 -0.06 0.69
C -0.85739 -0.42964 -3.37589 -0.22 -0.49 0.31
H -2.33288 2.40863 -2.21989 0.12 0.17 -0.27
H -1.43553 2.19484 -3.75468 0.00 0.04 0.19
H -0.72160 3.14098 -2.42136 -0.20 -0.11 0.05
C -1.34130 2.27117 -2.66684 -0.26 0.23 0.20
H -1.88933 -0.80668 -3.32064 0.25 -0.01 -0.25
H -0.70695 0.07199 -4.34375 -0.04 -0.13 0.36
H 1.39842 1.41423 -3.31886 -0.23 -0.12 0.27
H 1.83660 0.22590 -2.04371 -0.06 0.20 -0.09
H -0.15709 -1.27235 -3.28743 -0.26 0.16 -0.07
H 1.52472 1.93087 -1.60642 0.07 -0.15 -0.17
C 3.37228 -1.43707 1.36209 -0.07 -2.06 -0.46
O 3.92284 -2.22394 2.06513 -0.96 2.22 -0.98
Cl -3.34673 2.06895 0.49512 0.43 -0.73 -0.41
C -0.23284 -0.90506 3.70483 0.06 -0.16 0.57
C -1.26520 -0.10542 3.00285 -0.86 0.50 0.20
N -2.14198 0.61327 3.67786 0.52 -0.32 -0.75
O -1.34876 -0.12999 1.71572 -0.15 -0.12 -0.74
H -0.32559 -0.77957 4.79162 0.06 -0.07 -0.31
H 0.77706 -0.58892 3.41494 -0.24 -0.03 -0.13
H -0.36366 -1.97386 3.47428 0.05 0.35 -0.05
H -2.83856 1.18042 3.18063 0.36 -0.29 0.41
H -2.09820 0.62143 4.68723 -0.15 0.17 0.01
```
Forces are in eV/Å.

## Properties
- total charge = +2
- frontier orbital gap (eV) = 6.05
- HOMO (eV) = -14.9
- energy relative to the best compared isomer or geometry (same formula, charge and spin) (kcal/mol) = 3.7
- electronic energy (a.u.) = -2454.95728